{
  "formula": "C22H23MoN3O6S2",
  "method": "ωB97M-V/def2-TZVPD",
  "lumo_ha": [-0.0388, -0.0902],
  "spin_multiplicity": 3,
  "e_homo_ev": [-8.3, -8.7],
  "largest_force_ha_per_bohr": 0.0753,
  "charge": 0,
  "gap_ev": [7.239, 6.284],
  "species": ["Mo", "O", "C", "C", "N", "C", "C", "O", "O", "C", "C", "O", "O", "H", "H", "H", "H", "H", "H", "H", "H", "H", "C", "C", "N", "N", "C", "S", "S", "C", "C", "C", "C", "C", "C", "C", "C", "C", "C", "C", "C", "C", "O", "H", "H", "H", "H", "H", "H", "H", "H", "H", "H", "H", "H", "H", "H"],
  "xyz": [[-0.577, -0.402, -0.894], [-0.090, 0.536, 2.195], [0.702, -0.267, 3.033], [1.873, -0.925, 2.291], [1.418, -1.622, 1.096], [0.555, -2.748, 1.413], [-0.926, -2.282, 1.451], [-1.704, -2.685, 2.282], [-1.193, -1.481, 0.478], [2.477, -1.943, 0.163], [1.900, -2.079, -1.259], [2.431, -2.722, -2.128], [0.783, -1.423, -1.378], [0.468, 1.253, 1.859], [0.034, -1.021, 3.449], [1.117, 0.327, 3.862], [2.395, -1.606, 2.984], [2.572, -0.143, 1.981], [0.797, -3.206, 2.382], [0.629, -3.505, 0.623], [3.032, -2.864, 0.402], [3.182, -1.107, 0.130], [-0.699, -0.776, -4.132], [-1.002, 0.161, -2.990], [0.038, 0.822, -2.397], [-0.084, 2.138, -2.197], [0.609, 2.664, -1.228], [1.524, 1.740, -0.123], [0.576, 4.398, -1.037], [-0.665, 4.904, -2.300], [-1.823, 5.616, -1.680], [-2.182, 6.901, -2.070], [-3.274, 7.527, -1.494], [-4.006, 6.887, -0.510], [-3.656, 5.606, -0.116], [-2.573, 4.976, -0.698], [-2.263, 0.940, -3.010], [-2.943, 1.449, -4.101], [-4.072, 2.229, -3.896], [-4.512, 2.509, -2.612], [-3.841, 2.010, -1.504], [-2.713, 1.224, -1.701], [-1.988, 0.634, -0.744], [0.160, -1.413, -3.908], [-0.471, -0.199, -5.029], [-1.569, -1.396, -4.333], [-0.969, 3.966, -2.768], [-0.139, 5.525, -3.022], [-1.615, 7.418, -2.832], [-3.554, 8.519, -1.818], [-4.842, 7.388, -0.046], [-4.229, 5.097, 0.645], [-2.293, 3.977, -0.392], [-2.583, 1.243, -5.097], [-4.603, 2.631, -4.744], [-5.386, 3.126, -2.470], [-4.191, 2.214, -0.502]],
  "forces_ev_per_angstrom": [[1.342, 1.169, 0.757], [-0.069, 0.308, -0.027], [0.366, -0.147, 0.204], [-0.308, 0.199, 0.067], [0.492, -0.220, 0.180], [-0.430, 0.341, 0.077], [0.774, -1.465, 1.225], [0.089, 0.262, -0.360], [-1.457, -1.091, 0.816], [-0.282, 0.054, -0.112], [1.980, -1.369, 0.217], [-0.416, 0.406, 0.255], [1.916, -2.255, -1.731], [-0.204, 0.014, -0.031], [0.054, 0.008, 0.109], [-0.080, -0.199, -0.025], [0.019, 0.107, -0.017], [0.042, -0.047, 0.009], [-0.036, -0.041, -0.192], [-0.024, 0.042, 0.167], [-0.071, 0.168, -0.135], [0.013, -0.087, -0.025], [0.174, -0.203, 0.314], [-0.434, -0.129, -0.798], [0.591, 1.968, -0.140], [-0.630, -0.785, -1.710], [1.187, 0.034, 1.456], [-0.225, 0.210, -0.279], [-0.215, -0.172, -0.239], [0.420, -0.136, 0.144], [-0.078, 0.117, 0.101], [0.035, -0.166, -0.003], [-0.057, 0.099, -0.007], [-0.084, 0.104, -0.001], [-0.012, -0.104, 0.043], [0.021, 0.027, -0.014], [-0.397, 0.050, 0.803], [0.215, -0.253, 0.190], [-0.063, 0.129, 0.007], [0.078, -0.030, -0.075], [0.370, -0.308, 0.367], [-1.217, 0.725, -1.886], [-3.061, 2.268, 0.681], [-0.102, 0.097, -0.069], [0.010, 0.081, -0.070], [-0.012, -0.102, -0.029], [-0.002, 0.193, -0.098], [-0.069, 0.014, -0.076], [0.106, -0.006, -0.087], [0.000, 0.091, 0.015], [-0.094, 0.023, 0.017], [-0.034, -0.032, 0.082], [0.029, -0.021, 0.066], [-0.013, -0.017, -0.146], [-0.078, 0.043, -0.095], [-0.060, 0.026, 0.040], [-0.009, 0.007, 0.069]]
}

{
  "formula": "C22H23N3O3S",
  "method": "ωB97M-V/def2-TZVPD",
  "lumo_ha": -0.0207,
  "e_homo_ev": -8.7,
  "largest_force_ha_per_bohr": 0.0206,
  "charge": 0,
  "gap_ev": 8.140,
  "species": ["O", "C", "N", "C", "C", "C", "C", "C", "C", "C", "C", "C", "C", "N", "S", "O", "O", "C", "C", "C", "C", "C", "C", "C", "C", "N", "C", "C", "C", "H", "H", "H", "H", "H", "H", "H", "H", "H", "H", "H", "H", "H", "H", "H", "H", "H", "H", "H", "H", "H", "H", "H"],
  "xyz": [[-2.254, 1.741, -2.415], [-1.800, 1.400, -1.337], [-2.539, 0.754, -0.406], [-3.942, 0.450, -0.584], [-4.187, -1.063, -0.570], [-3.977, -1.661, 0.819], [-4.867, -0.963, 1.844], [-4.582, 0.535, 1.868], [-4.794, 1.145, 0.484], [-0.377, 1.645, -0.962], [0.537, 1.827, -1.998], [1.872, 2.050, -1.737], [2.325, 2.113, -0.420], [3.668, 2.325, -0.137], [4.374, 1.486, 1.134], [5.778, 1.472, 0.870], [3.927, 2.031, 2.380], [3.690, -0.171, 0.995], [3.200, -0.785, 2.111], [2.683, -2.088, 2.032], [2.669, -2.751, 0.835], [3.167, -2.138, -0.332], [3.181, -2.768, -1.594], [3.685, -2.095, -2.673], [4.164, -0.786, -2.485], [4.165, -0.168, -1.337], [3.689, -0.815, -0.257], [1.411, 1.971, 0.622], [0.077, 1.739, 0.351], [-2.106, 0.449, 0.448], [-4.197, 0.851, -1.571], [-5.215, -1.247, -0.888], [-3.521, -1.541, -1.290], [-4.208, -2.728, 0.793], [-2.930, -1.562, 1.115], [-4.702, -1.391, 2.835], [-5.914, -1.126, 1.579], [-5.242, 1.027, 2.586], [-3.555, 0.707, 2.200], [-5.844, 1.045, 0.205], [-4.550, 2.209, 0.501], [0.172, 1.783, -3.013], [2.575, 2.178, -2.546], [4.275, 2.295, -0.944], [3.220, -0.247, 3.045], [2.301, -2.561, 2.924], [2.278, -3.756, 0.765], [2.793, -3.773, -1.688], [3.716, -2.544, -3.654], [4.560, -0.225, -3.321], [1.762, 2.060, 1.637], [-0.610, 1.666, 1.182]],
  "forces_ev_per_angstrom": [[0.025, 0.071, -0.230], [0.039, -0.041, 0.076], [-0.104, -0.175, 0.416], [-0.405, 0.073, -0.317], [0.229, 0.065, 0.033], [-0.337, -0.028, -0.100], [0.317, 0.023, 0.130], [-0.341, -0.057, -0.115], [0.223, 0.024, 0.019], [0.294, 0.159, -0.055], [-0.185, -0.021, 0.088], [0.165, 0.037, 0.167], [-0.913, 0.013, 0.055], [0.773, -0.023, 0.721], [0.175, 0.054, -0.215], [-0.039, -0.088, -0.290], [-0.310, -0.120, -0.092], [0.195, 0.595, 0.289], [0.106, 0.268, -0.025], [-0.021, -0.236, -0.160], [-0.031, 0.037, 0.205], [0.181, 0.475, -0.037], [0.101, 0.163, -0.166], [-0.152, -0.248, 0.193], [0.010, -0.002, -0.017], [0.317, 0.211, -0.291], [-0.253, -0.776, -0.115], [0.004, 0.052, -0.030], [-0.072, -0.082, -0.251], [0.138, 0.042, -0.117], [0.042, -0.092, 0.206], [-0.065, -0.032, -0.038], [-0.058, 0.018, -0.075], [0.120, -0.021, 0.018], [0.093, -0.061, 0.044], [-0.090, -0.029, 0.012], [-0.087, -0.034, 0.021], [0.102, 0.049, 0.055], [0.077, 0.044, 0.094], [-0.081, 0.019, -0.011], [-0.060, 0.023, -0.072], [-0.022, 0.014, -0.078], [0.081, -0.011, -0.114], [0.114, -0.169, 0.030], [-0.048, 0.029, 0.124], [-0.031, -0.046, 0.059], [-0.049, -0.089, 0.022], [-0.024, -0.076, -0.026], [-0.003, -0.038, -0.077], [0.024, -0.013, -0.143], [-0.093, 0.055, 0.105], [-0.069, -0.005, 0.078]]
}